The following is a DFT calculation (the ωB97M-V functional and the def2-TZVPD basis) of a structure of composition C45H45F3Ge2N2Ti at a distorted geometry.

Structure (XYZ):
```
98
Properties=species:S:1:pos:R:3:forces:R:3:mulliken_charge:R:1
Ti 0.464 0.238 -0.004 -0.9 -1.1 0.3 -1.775
C 0.689 -1.341 4.282 0.0 -0.1 0.0 -1.791
C 1.161 -1.589 2.878 0.1 -0.1 0.0 0.159
C 2.511 -1.525 2.553 0.0 -0.1 0.0 -0.062
C 2.967 -1.831 1.271 0.0 0.0 0.0 0.256
C 4.438 -1.832 0.969 0.0 0.0 0.0 -1.845
C 2.039 -2.212 0.297 0.0 0.0 0.1 0.197
C 0.675 -2.325 0.600 0.0 -0.3 0.1 0.054
C -0.267 -3.009 -0.357 0.0 0.0 0.0 -1.279
C 0.249 -1.970 1.886 0.0 -0.1 0.0 0.029
H -0.330 -0.955 4.303 0.0 0.0 0.0 0.342
H 1.349 -0.657 4.814 0.0 0.0 0.0 0.396
H 0.688 -2.283 4.835 0.0 0.0 0.0 0.447
H 3.230 -1.253 3.319 0.0 0.0 0.0 0.601
H 4.892 -2.734 1.386 0.0 0.0 0.0 0.481
H 4.942 -0.983 1.431 0.0 0.0 0.0 0.352
H 4.631 -1.835 -0.103 0.0 0.0 0.0 0.340
H 2.397 -2.578 -0.660 0.0 0.1 -0.1 0.492
H -0.233 -4.082 -0.158 0.0 0.0 0.0 0.520
H 0.027 -2.860 -1.397 0.0 0.0 0.0 0.298
H -1.297 -2.685 -0.220 0.0 0.0 0.0 0.238
H -0.782 -2.152 2.167 -0.1 0.2 -0.1 0.733
C -3.782 -0.267 0.946 0.1 -0.1 -0.1 -1.346
C -4.285 -0.291 -0.349 -0.1 0.0 0.1 -0.967
C -3.433 -0.179 -1.434 0.1 0.0 0.0 -0.754
C -2.059 -0.054 -1.230 0.0 0.0 0.3 0.653
C -1.543 0.012 0.085 -0.5 0.4 0.0 1.678
C -2.422 -0.084 1.158 0.0 -0.1 0.1 -0.244
C -1.082 -0.038 -2.321 0.0 0.0 -0.2 0.656
C -1.432 -0.030 -3.681 -0.1 -0.1 -0.1 -0.779
C -0.462 -0.085 -4.639 0.1 0.0 0.1 -1.497
C 0.902 -0.150 -4.273 0.0 0.0 0.3 1.112
C 1.949 -0.197 -5.216 0.1 0.0 -0.1 -0.975
C 3.254 -0.226 -4.806 0.0 0.0 -0.1 -0.973
C 3.560 -0.214 -3.434 0.0 0.0 0.1 -1.176
C 2.560 -0.166 -2.496 -0.2 0.1 0.1 -0.266
C 1.211 -0.129 -2.894 0.2 0.0 -0.4 -0.271
N 0.213 -0.064 -1.945 0.0 0.1 -1.2 1.575
H -4.450 -0.380 1.790 0.0 0.0 0.0 0.449
H -5.349 -0.398 -0.509 0.0 0.0 0.0 0.442
H -3.847 -0.205 -2.433 0.0 0.0 0.0 0.456
H -2.058 -0.030 2.179 0.0 0.0 0.0 0.441
H -2.471 0.034 -3.964 0.0 0.0 0.0 0.635
H -0.722 -0.067 -5.690 0.0 0.0 0.0 0.486
H 1.701 -0.205 -6.270 0.0 0.0 0.0 0.508
H 4.057 -0.259 -5.529 0.0 0.0 0.0 0.447
H 4.595 -0.245 -3.122 0.0 0.0 0.0 0.517
H 2.803 -0.177 -1.438 0.1 0.0 0.0 0.286
F 3.222 4.393 4.568 0.1 -0.1 0.0 -0.234
C 3.847 3.231 4.337 0.0 0.1 0.1 0.650
F 5.092 3.490 3.941 -0.1 0.0 0.0 -0.275
F 3.895 2.549 5.486 0.0 0.0 0.0 -0.252
C 3.085 2.445 3.294 -0.1 -0.1 -0.2 0.249
C 1.742 2.153 3.520 0.2 0.0 0.1 -1.446
C 1.046 1.486 2.542 -0.1 0.0 0.0 -0.298
N 1.613 1.104 1.384 1.2 0.7 1.2 1.626
C 2.910 1.378 1.186 0.1 -0.1 0.0 -0.447
C 3.687 2.034 2.119 0.0 0.1 0.1 -1.614
H 1.259 2.449 4.441 -0.1 0.0 0.0 0.865
H -0.009 1.262 2.657 0.0 0.0 0.0 0.029
H 3.352 1.049 0.256 0.0 0.0 -0.1 0.330
H 4.732 2.232 1.928 0.0 0.0 -0.1 0.682
C -1.831 5.804 1.493 0.0 -0.3 -0.1 -1.257
Ge -1.980 3.840 1.504 0.1 -0.5 0.0 1.211
C -1.627 3.273 3.368 -0.1 0.1 -0.2 -1.279
C -3.812 3.262 1.050 0.2 0.1 0.1 -0.846
Ge -0.359 2.715 -0.114 0.0 1.4 -0.4 1.118
C -0.946 3.294 -1.931 -0.2 -0.2 0.3 1.033
C -2.095 4.078 -2.045 0.0 -0.1 0.1 -0.367
C -2.507 4.583 -3.270 0.0 0.1 -0.1 -1.111
C -1.758 4.336 -4.410 0.0 0.0 0.0 -0.790
C -0.595 3.587 -4.311 0.1 0.0 -0.1 -0.914
C -0.202 3.067 -3.087 0.0 0.0 0.0 0.357
C 1.375 3.693 0.002 -0.1 -0.1 0.0 0.353
C 1.630 4.612 1.017 -0.1 -0.1 0.0 -0.233
C 2.834 5.304 1.078 0.0 0.0 0.0 -0.814
C 3.796 5.109 0.097 0.0 0.0 0.0 -0.825
C 3.561 4.200 -0.927 0.0 -0.1 0.0 -1.142
C 2.373 3.484 -0.956 -0.1 0.0 0.0 0.077
H -2.676 6.181 2.072 0.0 0.0 0.0 0.503
H -1.875 6.234 0.494 0.0 0.0 0.0 0.418
H -0.916 6.143 1.977 0.0 0.0 0.0 0.412
H -2.416 3.704 3.987 0.0 0.0 0.0 0.573
H -0.675 3.671 3.721 0.0 0.0 0.0 0.331
H -1.649 2.192 3.520 -0.1 0.0 0.0 0.342
H -4.501 3.780 1.720 0.0 0.0 0.0 0.563
H -3.926 2.191 1.202 0.0 0.1 0.0 0.062
H -4.098 3.496 0.027 0.0 0.0 0.0 0.358
H -2.667 4.322 -1.159 -0.1 0.0 -0.1 0.068
H -3.405 5.185 -3.333 0.0 0.0 0.0 0.470
H -2.065 4.746 -5.363 0.0 0.0 0.0 0.426
H 0.020 3.427 -5.189 0.0 0.0 0.0 0.508
H 0.723 2.510 -3.043 0.0 -0.1 -0.1 0.159
H 0.865 4.793 1.765 0.1 0.1 0.1 0.241
H 3.011 6.010 1.880 0.0 0.0 0.0 0.562
H 4.716 5.678 0.118 0.0 0.0 0.0 0.442
H 4.293 4.067 -1.714 0.0 0.0 0.0 0.475
H 2.211 2.771 -1.760 0.1 0.1 0.0 0.371
```
Forces are in eV/Å.

Output
Max |F| (eV Å⁻¹): 1.810
HOMO-LUMO gap (eV): 6.26
Charge: +2
Electronic energy (Ha): -7153.7320
LUMO energy (eV): -7.008
HOMO (eV): -13.26